[1]
The following is a quantum chemistry calculation of H28O14 as an isolated structure in a non-equilibrium geometry, from the Open Molecules 2025 dataset.

frontier orbital gap: 7.193 eV
ΔE to the lowest compared entry with this formula, charge and spin: 12.041 eV
LUMO energy: -0.0206 hartree
E_tot: -1069.75847 Eh

Structure (ORCA input):
```
! RIJCOSX wB97M-V def2-TZVPD def2/J DEFGRID3
* xyz 0 1
O -2.079 3.686 -1.434
H -1.017 -1.923 -1.942
H -3.212 -0.183 -0.097
H 0.314 -1.699 -4.210
H 0.940 -2.889 -3.501
H -1.576 3.718 -2.959
O 3.790 -1.905 0.302
H 2.434 0.523 1.878
O -0.858 1.910 2.782
H 2.433 -0.855 1.237
O 2.954 -0.286 1.815
H -3.369 2.543 1.473
O -2.417 3.346 -3.249
H 0.388 0.001 0.997
H -1.699 2.346 2.605
H 1.773 0.861 -1.469
H -0.716 -1.008 2.280
H 1.205 -2.845 1.327
H 0.295 -2.784 2.543
H -1.668 3.767 -0.566
H -0.026 0.399 -0.411
O -4.249 2.764 1.147
H 4.232 -2.510 2.128
H -0.517 -3.275 -1.462
O -0.224 -2.470 -1.904
O 4.055 -1.578 1.958
H 4.140 -1.917 -0.596
O -1.667 -0.855 2.250
O 2.310 0.981 -0.678
H 3.033 1.549 -0.969
H -4.747 1.944 1.239
O -0.344 0.384 0.499
H -2.379 3.399 -4.210
H 2.847 -2.072 0.189
O 0.615 -2.602 -4.361
O 1.168 -3.080 2.261
H -2.922 3.254 -1.254
H -1.099 0.989 2.935
O -2.884 -0.346 -0.989
H -2.297 0.399 -1.163
H 4.866 -1.132 2.228
H -1.827 -0.550 1.350
*
```

[2]
The following is a quantum chemistry calculation of H28O18SSr as an isolated structure in a non-equilibrium geometry, from the Open Molecules 2025 dataset.

frontier orbital gap: 6.299 eV
ΔE to the lowest compared entry with this formula, charge and spin: 0.000 eV
LUMO energy: -0.0994 hartree
E_tot: -1800.05443 Eh

Structure (ORCA input):
```
! RIJCOSX wB97M-V def2-TZVPD def2/J DEFGRID3
* xyz 0 1
H 3.961 -2.387 -0.486
O 0.060 3.598 -1.462
H -1.889 0.503 3.658
H -2.410 -0.432 -1.647
O 0.116 2.790 1.659
H -3.364 -0.827 -0.384
H 0.661 3.300 -0.769
O 1.365 -1.511 2.345
H 1.872 2.385 0.842
H 0.557 -1.921 1.999
H 2.807 3.452 0.117
H -0.287 -0.661 -2.872
H 2.678 -0.547 1.535
O 0.367 -1.244 -3.267
H -0.184 1.890 1.387
O -1.540 -2.213 2.113
S -0.224 -0.154 -0.363
O -2.369 2.480 0.201
O -0.936 0.250 -1.559
H -1.978 1.679 0.427
H 0.616 2.752 2.496
O -1.935 2.203 -2.739
H -1.264 -1.797 1.285
H -1.052 0.521 2.248
O 3.383 0.108 1.544
O 3.238 -2.096 -1.026
H 0.533 -2.686 -0.289
H 1.320 -3.384 0.797
O -1.601 -3.065 -1.772
H -2.324 1.885 -3.538
H -1.918 -2.626 -2.573
H -1.422 -2.416 -1.036
O 1.197 0.001 -0.568
O -1.055 0.342 3.232
H 3.017 0.741 2.163
H 1.021 -0.966 3.077
O -0.730 0.561 0.763
O -3.306 -0.734 -1.351
O -0.471 -1.519 -0.125
Sr 3.338 0.524 -1.475
H 2.527 -2.478 -0.584
H -1.527 1.399 -2.445
O 1.059 -3.494 -0.075
O 2.352 2.603 -0.009
H -3.244 2.275 0.612
H 1.079 -0.759 -3.571
H -1.282 -1.549 2.759
H -0.812 3.223 -1.275
*
```

[3]
The following is a quantum chemistry calculation of a 14-piece molecular cluster, H29O14 overall in a non-equilibrium geometry, from the Open Molecules 2025 dataset.

frontier orbital gap (alpha / beta): 2.462 / 10.240 eV
ΔE to the lowest compared entry with this formula, charge and spin: 0.329 eV
LUMO energy (alpha / beta): 0.0070 / -0.0003 hartree
E_tot: -1070.54045 Eh

Structure (ORCA input):
```
! RIJCOSX wB97M-V def2-TZVPD def2/J DEFGRID3
* xyz 0 2
H 2.732 4.558 0.350
O -0.710 0.381 3.394
O 3.135 -0.152 -0.480
O 1.638 0.411 -2.777
O -3.998 -0.354 1.869
H 2.946 2.151 2.016
H 1.984 -2.889 3.003
H -4.082 -1.115 -3.355
H -0.572 0.308 4.335
H 3.092 -0.023 -1.438
O -1.760 1.200 0.615
H 2.737 4.068 -1.215
H 1.166 0.172 1.448
O 2.223 4.243 -0.426
H -3.074 -1.551 -2.428
O 1.091 -3.126 3.244
H 2.115 -0.061 -0.583
H 1.022 -2.491 -0.791
H -1.797 0.209 0.539
O -3.286 -1.669 -3.354
O -0.219 -2.989 0.957
H 1.018 1.652 1.086
H -1.083 0.632 -2.022
H 2.113 3.094 3.050
O 0.596 -2.385 -1.670
H 1.087 -3.024 -2.186
H -1.317 -0.947 -3.659
H 1.255 -3.933 3.740
H -3.624 -0.044 2.673
H 1.763 -0.214 -3.514
H -0.154 1.552 -1.575
O 2.149 2.676 2.174
H 1.757 1.243 -3.315
H -4.918 -0.570 1.709
H -1.127 -3.267 0.934
H -1.590 1.629 -0.675
H -1.150 1.241 3.229
O 0.824 0.759 0.770
H -0.133 -1.096 -2.440
H 0.359 -3.465 1.611
H -0.825 1.141 0.897
O -0.863 -0.615 -2.842
O -1.092 1.754 -1.694
*
```

[4]
The following is a quantum chemistry calculation of H29O14 as an isolated structure in a non-equilibrium geometry, from the Open Molecules 2025 dataset.

frontier orbital gap: 10.963 eV
ΔE to the lowest compared entry with this formula, charge and spin: 3.962 eV
LUMO energy: -0.0982 hartree
E_tot: -1070.45844 Eh

Structure (ORCA input):
```
! RIJCOSX wB97M-V def2-TZVPD def2/J DEFGRID3
* xyz 1 1
H 0.095 3.215 1.799
H 0.030 -0.746 -4.764
O -4.233 -1.728 1.731
O 2.030 -0.108 -0.598
H -1.179 -0.163 1.500
O 1.364 -1.890 1.333
H -1.216 2.384 2.038
H 1.474 -1.147 -4.939
O 2.489 0.144 2.335
H 3.012 0.481 1.594
H 1.522 -2.848 1.303
H -1.568 1.639 -4.171
H 0.061 -0.699 1.279
O 0.904 -0.537 -4.450
O -0.370 -0.195 2.018
H 0.067 2.071 3.253
H -0.206 -4.815 1.158
H 0.688 1.637 -0.192
H 0.912 -4.882 0.128
O 0.663 2.502 0.212
H -3.562 -1.924 -3.599
H 3.791 0.511 -3.798
H -4.515 -1.353 -2.647
H 1.599 -0.505 -1.374
H -0.303 0.929 4.366
H 2.958 -0.326 -0.697
H -1.902 2.600 -3.184
O 3.605 0.726 -2.832
H 0.888 0.558 3.296
O -3.717 -1.077 -3.188
H 2.840 1.296 -2.930
H -3.522 -2.348 1.843
H -3.049 0.850 -0.088
O -2.089 0.842 -0.051
O 0.619 1.232 3.927
H 1.925 -0.562 1.893
H 1.969 -1.506 0.647
H 1.455 3.000 0.071
O -0.582 2.886 2.554
H -4.499 -1.451 2.600
O 0.630 -4.408 0.950
H -2.050 0.221 -0.791
O -1.055 2.097 -3.428
*
```

[5]
The following is a quantum chemistry calculation of a 14-piece molecular cluster, H29O14 overall in a non-equilibrium geometry, from the Open Molecules 2025 dataset.

frontier orbital gap: 10.642 eV
ΔE to the lowest compared entry with this formula, charge and spin: 4.172 eV
LUMO energy: -0.0997 hartree
E_tot: -1070.45071 Eh

Structure (ORCA input):
```
! RIJCOSX wB97M-V def2-TZVPD def2/J DEFGRID3
* xyz 1 1
H 1.866 -0.287 -1.633
H 4.331 2.530 0.559
O 1.555 0.593 -1.285
H -1.327 -2.620 -1.222
O 0.151 0.551 0.851
H -1.281 0.663 -2.117
H 2.720 -2.921 -2.176
H -1.714 -0.205 1.820
H 0.711 1.013 1.463
O -2.076 -0.322 0.861
H 0.618 0.498 -0.066
H -1.426 0.008 0.049
H -0.201 0.374 3.468
O 1.180 1.591 3.966
O -3.816 0.266 2.207
H -2.566 0.946 -1.291
H -0.994 -1.979 -4.573
O -0.966 -0.278 3.422
O -0.572 -2.251 -0.786
H -3.406 0.111 -2.710
H -1.689 0.236 3.785
H 2.969 2.009 -3.154
H 0.098 -1.334 -5.214
H -1.972 -1.317 0.790
H 0.797 2.312 4.504
H 1.639 1.196 4.739
H 1.235 -3.304 3.265
O -1.643 0.557 -1.242
O -3.889 0.783 -2.235
H 3.365 -1.992 -1.491
O 2.430 -2.243 -1.538
H 3.337 1.348 0.991
O 3.349 2.869 -3.277
H 0.068 -1.948 -1.449
O -0.798 -1.101 -4.954
H 3.469 3.186 -2.340
H -4.768 0.169 2.374
O 3.768 1.795 0.261
H -0.018 -2.314 3.356
O 0.897 -2.496 3.638
H 2.429 0.775 -0.921
H -3.703 1.216 2.308
H -4.159 1.317 -3.002
*
```

[6]
The following is a quantum chemistry calculation of H29O15 as an isolated structure in a non-equilibrium geometry, from the Open Molecules 2025 dataset.

frontier orbital gap: 8.923 eV
ΔE to the lowest compared entry with this formula, charge and spin: 4.265 eV
LUMO energy: 0.0843 hartree
E_tot: -1145.91572 Eh

Structure (ORCA input):
```
! RIJCOSX wB97M-V def2-TZVPD def2/J DEFGRID3
* xyz -1 1
O -1.039 1.076 2.343
O 2.870 -2.050 -4.172
O -0.709 2.786 0.706
H -0.477 1.204 3.175
H 4.124 -0.010 2.728
H 0.419 -0.803 -0.664
O -5.288 -0.176 0.668
O 1.029 3.156 3.736
H -0.484 1.788 0.947
H 0.338 2.685 3.935
H 1.121 3.167 -1.386
H 1.208 -4.019 -0.418
H 1.634 3.245 4.490
H -5.336 0.309 1.492
H 3.597 -2.182 -3.655
H 3.465 4.252 -1.178
H -0.301 0.424 2.010
H -3.280 -1.022 -2.176
H -1.680 -1.004 0.268
H 0.002 0.071 -5.517
H 3.172 -0.705 1.861
H 0.250 -1.410 2.658
O -0.873 0.181 -5.143
O -2.336 -0.766 -0.345
H 1.816 3.921 -2.507
O 0.853 -0.832 2.097
H -3.141 -2.424 -2.567
H -1.585 2.758 0.621
O -0.002 -1.572 -0.201
O 0.614 -3.813 -1.177
O -3.208 -1.583 -2.997
H 0.072 -3.059 -0.757
O 3.831 3.252 -1.095
O 4.172 -0.619 1.865
H 3.525 2.961 -0.217
H -4.401 -0.092 0.402
O -1.501 -2.616 3.312
O 1.436 3.071 -2.276
H -2.381 -2.811 3.162
H -1.504 -1.991 4.043
H -1.871 -0.940 -1.291
H -0.807 -0.332 -4.302
H 2.188 -2.036 -3.456
H 0.465 -1.440 0.980
*
```

[7]
The following is a quantum chemistry calculation of H2I2P2 as an isolated structure in a non-equilibrium geometry, from the Open Molecules 2025 dataset.

frontier orbital gap (alpha / beta): 6.142 / 6.152 eV
ΔE to the lowest compared entry with this formula, charge and spin: 1.356 eV
LUMO energy (alpha / beta): -0.0749 / -0.0748 hartree
E_tot: -1279.26302 Eh

Structure (ORCA input):
```
! RIJCOSX wB97M-V def2-TZVPD def2/J DEFGRID3
* xyz 0 1
P 0.418 -0.078 0.223
P -1.327 -0.901 1.145
H 1.439 -0.918 0.634
H 0.395 -0.386 -1.119
I 1.847 2.126 -0.347
I -2.771 0.157 -0.536
*
```

[8]
The following is a quantum chemistry calculation of one molecule with the formula H2I4Si2 in a non-equilibrium geometry, from the Open Molecules 2025 dataset.

SMILES: I[SiH](I)[SiH](I)I
frontier orbital gap: 8.791 eV
ΔE to the lowest compared entry with this formula, charge and spin: 0.051 eV
LUMO energy: -0.0289 hartree
E_tot: -1771.08405 Eh

Structure (ORCA input):
```
! RIJCOSX wB97M-V def2-TZVPD def2/J DEFGRID3
* xyz 0 1
I 2.018 -1.084 -2.163
I -0.053 3.006 -0.903
I -0.157 -2.925 0.945
Si -0.226 1.070 0.673
Si -0.175 -0.904 -0.649
I 1.675 1.125 2.236
H -1.625 0.992 1.149
H -1.457 -1.281 -1.289
*
```

[9]
The following is a quantum chemistry calculation of one molecule with the formula H2INO2S in a non-equilibrium geometry, from the Open Molecules 2025 dataset.

SMILES: SONOI
frontier orbital gap (alpha / beta): 7.759 / 7.747 eV
ΔE to the lowest compared entry with this formula, charge and spin: 4.554 eV
LUMO energy (alpha / beta): -0.0658 / -0.0663 hartree
E_tot: -902.12349 Eh

Structure (ORCA input):
```
! RIJCOSX wB97M-V def2-TZVPD def2/J DEFGRID3
* xyz 0 1
H -0.515 1.120 -0.804
N -0.064 1.106 0.059
I 2.679 -0.254 -0.638
H -1.931 -1.667 0.213
O -0.722 0.058 0.732
S -0.649 -1.497 0.148
O 1.202 1.134 0.291
*
```

[10]
The following is a quantum chemistry calculation of a 2-piece molecular cluster, H2INS overall in a non-equilibrium geometry, from the Open Molecules 2025 dataset.

frontier orbital gap: 8.271 eV
ΔE to the lowest compared entry with this formula, charge and spin: 3.106 eV
LUMO energy: -0.0432 hartree
E_tot: -751.71359 Eh

Structure (ORCA input):
```
! RIJCOSX wB97M-V def2-TZVPD def2/J DEFGRID3
* xyz 0 1
I 1.895 0.841 2.719
H -1.714 -0.828 1.096
H 0.784 1.390 1.613
N -0.756 0.829 -0.565
S -0.552 -0.450 0.130
*
```

[11]
The following is a quantum chemistry calculation of H2IO as an isolated structure in a non-equilibrium geometry, from the Open Molecules 2025 dataset.

frontier orbital gap (alpha / beta): 9.903 / 7.856 eV
ΔE to the lowest compared entry with this formula, charge and spin: 2.165 eV
LUMO energy (alpha / beta): 0.0273 / -0.0682 hartree
E_tot: -374.02118 Eh

Structure (ORCA input):
```
! RIJCOSX wB97M-V def2-TZVPD def2/J DEFGRID3
* xyz 0 2
I -1.160 -0.093 0.380
H -0.053 1.310 0.608
O 0.855 0.909 0.497
H 1.016 0.008 0.318
*
```

[12]
The following is a quantum chemistry calculation of H2LiO as an isolated structure in a non-equilibrium geometry, from the Open Molecules 2025 dataset.

frontier orbital gap: 8.528 eV
ΔE to the lowest compared entry with this formula, charge and spin: 1.280 eV
LUMO energy: -0.2141 hartree
E_tot: -83.71691 Eh

Structure (ORCA input):
```
! RIJCOSX wB97M-V def2-TZVPD def2/J DEFGRID3
* xyz 1 1
H 0.456 0.613 1.589
Li 0.468 -2.325 -3.281
O -0.041 0.625 0.740
H -0.883 1.087 0.951
*
```